(1)
{"formula": "C27H52O5", "method": "ωB97M-V/def2-TZVPD", "e_homo_ev": -9.603, "energy_ev": -39069.74059, "multiplicity": 1, "orbital_gap_ev": 10.1, "total_charge": 0, "smiles": "CCCCCCCCCCCCCCCC[C@@H]1COC(=O)O1.C1CCOC1.C1CCOC1", "e_lumo_ev": 0.5, "molar_mass_da": 456.708, "species": ["C", "C", "C", "C", "C", "C", "C", "C", "C", "C", "C", "C", "C", "C", "C", "C", "C", "C", "O", "C", "O", "O", "H", "H", "H", "H", "H", "H", "H", "H", "H", "H", "H", "H", "H", "H", "H", "H", "H", "H", "H", "H", "H", "H", "H", "H", "H", "H", "H", "H", "H", "H", "H", "H", "H", "H", "H", "H", "C", "C", "C", "O", "C", "H", "H", "H", "H", "H", "H", "H", "H", "C", "C", "C", "O", "C", "H", "H", "H", "H", "H", "H", "H", "H"], "positions_angstrom": [[0.585, -2.469, 1.686], [2.218, -2.597, 1.477], [2.807, -1.582, 0.296], [2.017, -1.720, -1.138], [2.305, -0.406, -2.106], [1.072, 0.675, -2.100], [1.276, 1.818, -0.897], [0.063, 2.912, -1.126], [-0.362, 3.747, 0.219], [-0.876, 2.830, 1.477], [-2.505, 2.728, 1.628], [-3.307, 2.493, 0.199], [-4.594, 1.519, 0.558], [-5.967, 1.881, -0.261], [-6.136, 1.099, -1.692], [-6.843, -0.376, -1.602], [-6.885, -1.041, -0.104], [-6.863, -2.703, -0.279], [-7.917, -3.339, 0.569], [-8.608, -2.194, 1.205], [-9.410, -2.296, 2.268], [-8.233, -0.952, 0.508], [0.105, -1.636, 0.978], [0.037, -3.487, 1.449], [0.317, -2.147, 2.785], [2.449, -3.735, 1.214], [2.836, -2.362, 2.470], [2.882, -0.481, 0.709], [3.920, -1.951, 0.105], [0.872, -1.957, -1.046], [2.505, -2.641, -1.701], [2.568, -0.702, -3.225], [3.241, 0.149, -1.628], [0.038, 0.129, -2.027], [1.073, 1.304, -3.112], [2.311, 2.349, -1.065], [1.259, 1.294, 0.151], [0.439, 3.725, -1.915], [-0.812, 2.340, -1.655], [0.618, 4.313, 0.596], [-1.143, 4.616, -0.014], [-0.383, 1.745, 1.519], [-0.485, 3.372, 2.465], [-2.718, 1.747, 2.271], [-3.008, 3.611, 2.208], [-3.758, 3.478, -0.259], [-2.673, 1.909, -0.605], [-4.824, 1.702, 1.708], [-4.223, 0.406, 0.400], [-6.895, 1.718, 0.451], [-5.932, 3.056, -0.464], [-5.112, 1.060, -2.268], [-6.855, 1.771, -2.367], [-6.229, -1.084, -2.340], [-7.934, -0.308, -2.052], [-5.994, -0.893, 0.639], [-7.071, -3.149, -1.341], [-5.893, -3.267, 0.125], [4.048, 1.578, 4.968], [3.035, 0.477, 5.148], [2.045, 0.774, 4.042], [2.784, 1.386, 2.976], [4.089, 1.729, 3.464], [5.026, 1.350, 5.400], [3.677, 2.502, 5.427], [3.510, -0.496, 4.973], [2.575, 0.460, 6.139], [1.282, 1.487, 4.373], [1.545, -0.127, 3.674], [4.806, 1.033, 3.014], [4.345, 2.745, 3.150], [6.668, -1.578, -4.059], [6.573, -3.009, -4.521], [5.609, -3.603, -3.518], [4.726, -2.548, -3.114], [5.256, -1.303, -3.590], [7.001, -0.886, -4.836], [7.363, -1.506, -3.214], [6.136, -3.046, -5.526], [7.535, -3.527, -4.547], [6.134, -3.959, -2.625], [5.028, -4.431, -3.934], [4.622, -0.965, -4.417], [5.216, -0.556, -2.792]]}

(2)
{"formula": "C27H52P2SiY", "method": "ωB97M-V/def2-TZVPD", "e_homo_ev": -9.290, "e_above_lowest_ev": 0.000, "energy_ev": -56333.22811, "multiplicity": 1, "orbital_gap_ev": 6.4, "total_charge": 1, "e_lumo_ev": -2.9, "molar_mass_da": 555.653, "species": ["Y", "C", "C", "C", "C", "C", "C", "H", "H", "H", "C", "H", "H", "H", "C", "H", "H", "H", "C", "H", "H", "H", "C", "H", "H", "H", "C", "C", "C", "C", "C", "C", "C", "C", "H", "H", "H", "H", "H", "H", "H", "H", "H", "H", "H", "H", "P", "P", "C", "C", "H", "H", "H", "H", "C", "H", "H", "H", "C", "H", "H", "H", "C", "H", "H", "H", "C", "H", "H", "H", "C", "Si", "C", "C", "H", "H", "H", "H", "H", "H", "H", "H", "H"], "positions_angstrom": [[0.855, -0.017, 0.738], [1.421, 0.787, 3.169], [0.962, -0.570, 3.268], [3.068, -0.582, 2.305], [2.728, 0.771, 2.589], [1.977, -1.410, 2.705], [0.764, 2.001, 3.722], [-0.309, 1.858, 3.890], [0.894, 2.878, 3.070], [1.203, 2.269, 4.697], [3.618, 1.947, 2.422], [3.234, 2.815, 2.968], [3.713, 2.227, 1.364], [4.634, 1.762, 2.800], [4.369, -1.063, 1.790], [5.225, -0.680, 2.362], [4.520, -0.736, 0.756], [4.443, -2.155, 1.808], [1.953, -2.894, 2.642], [2.574, -3.352, 3.427], [2.343, -3.249, 1.679], [0.938, -3.293, 2.766], [-0.238, -1.029, 4.010], [0.035, -1.386, 5.017], [-0.729, -1.867, 3.500], [-0.966, -0.220, 4.143], [-3.721, 1.487, -1.804], [-3.940, 1.777, -0.504], [-4.944, 1.083, 0.363], [-4.956, -0.448, 0.167], [-3.622, -1.081, -0.139], [-3.272, -1.489, -1.375], [-3.795, -0.958, -2.677], [-4.433, 0.464, -2.632], [-5.958, 1.457, 0.153], [-5.681, -0.678, -0.627], [-4.740, 1.309, 1.421], [-5.501, 0.369, -2.391], [-3.044, 2.106, -2.406], [-3.459, 2.649, -0.050], [-4.374, 0.826, -3.672], [-2.968, -0.945, -3.410], [-2.659, -2.383, -1.515], [-4.556, -1.655, -3.080], [-5.336, -0.897, 1.100], [-3.062, -1.376, 0.757], [-0.456, 1.685, -0.815], [0.313, -2.123, -0.950], [-0.971, 0.390, -2.031], [-0.311, -0.997, -2.325], [-1.055, 0.921, -2.989], [-1.987, 0.228, -1.675], [-1.031, -1.617, -2.880], [0.544, -0.831, -2.995], [1.357, -3.309, -1.844], [1.855, -3.954, -1.103], [2.121, -2.809, -2.449], [0.723, -3.939, -2.487], [-0.880, -3.348, -0.269], [-1.212, -4.045, -1.057], [-1.753, -2.859, 0.185], [-0.364, -3.927, 0.521], [-1.089, 3.365, -1.090], [-1.125, 3.879, -0.121], [-2.089, 3.403, -1.540], [-0.380, 3.900, -1.731], [-1.356, 1.170, 0.756], [-1.048, 0.288, 1.410], [-2.373, 0.872, 0.449], [-1.423, 2.041, 1.424], [3.144, -0.281, -2.898], [2.921, 0.836, -1.381], [4.753, 1.164, -0.955], [2.298, 2.556, -1.942], [3.613, -1.229, -2.605], [3.825, 0.219, -3.598], [2.230, -0.508, -3.445], [5.222, 1.665, -1.820], [4.899, 1.809, -0.081], [5.303, 0.227, -0.795], [3.114, 3.051, -2.487], [1.418, 2.503, -2.603], [2.040, 3.176, -1.069]]}

(3)
{"formula": "C27H53BBrN4O7S3", "method": "ωB97M-V/def2-TZVPD", "e_homo_ev": -11.625, "energy_ev": -152368.55993, "multiplicity": 1, "orbital_gap_ev": 8.9, "total_charge": 1, "e_lumo_ev": -2.7, "molar_mass_da": 732.659, "species": ["C", "C", "C", "C", "N", "B", "O", "O", "C", "C", "C", "N", "C", "C", "C", "C", "N", "C", "S", "O", "C", "N", "C", "C", "C", "C", "Br", "C", "C", "H", "H", "H", "H", "H", "H", "H", "H", "H", "H", "H", "H", "H", "H", "H", "H", "H", "H", "H", "H", "H", "H", "H", "H", "H", "H", "H", "H", "H", "H", "H", "H", "H", "H", "H", "H", "H", "C", "C", "C", "S", "O", "O", "C", "H", "H", "H", "H", "H", "H", "H", "H", "C", "C", "C", "S", "O", "O", "C", "H", "H", "H", "H", "H", "H", "H", "H"], "positions_angstrom": [[-0.161, -2.926, 4.950], [0.430, -1.487, 5.124], [1.433, -1.067, 3.984], [0.875, 0.119, 3.144], [1.362, 0.257, 1.731], [0.927, 1.676, 1.299], [0.116, 1.916, 0.200], [1.295, 2.798, 2.014], [0.118, 3.393, 2.604], [0.234, 3.589, 4.144], [2.893, 0.344, 1.648], [3.499, 0.996, 2.777], [4.474, 1.796, 2.514], [5.853, 1.466, 3.126], [4.423, 3.052, 1.642], [3.594, -1.018, 1.455], [4.999, -0.833, 1.014], [5.696, -1.733, 1.380], [6.704, -2.797, 1.909], [3.009, -1.905, 0.512], [1.607, -2.112, 0.704], [1.145, -2.766, -0.515], [1.349, -4.239, -0.428], [1.910, -4.778, -1.774], [0.831, -0.762, 0.762], [-0.712, -0.965, 0.796], [-1.494, -0.902, -1.031], [-1.214, -2.291, 1.439], [-2.653, -2.023, 1.988], [-0.235, -3.377, 5.952], [0.473, -3.554, 4.306], [-1.176, -2.820, 4.528], [0.999, -1.496, 6.071], [-0.348, -0.713, 5.270], [1.771, -1.952, 3.432], [2.318, -0.680, 4.519], [1.106, 1.011, 3.748], [-0.230, 0.056, 3.212], [-0.803, 1.709, 0.440], [-0.082, 4.384, 2.158], [-0.811, 2.804, 2.444], [-0.057, 2.628, 4.608], [1.223, 3.932, 4.470], [-0.578, 4.285, 4.420], [3.098, 0.950, 0.728], [6.038, 2.010, 4.067], [5.864, 0.385, 3.326], [6.638, 1.640, 2.369], [5.364, 3.610, 1.795], [4.384, 2.803, 0.567], [3.623, 3.747, 1.939], [3.654, -1.563, 2.420], [1.392, -2.828, 1.512], [1.735, -2.443, -1.280], [2.071, -4.505, 0.368], [0.396, -4.748, -0.197], [2.451, -5.720, -1.585], [2.644, -4.091, -2.230], [1.061, -4.932, -2.460], [1.046, -0.340, -0.240], [-1.259, -0.167, 1.328], [-1.198, -3.143, 0.747], [-0.556, -2.515, 2.299], [-3.272, -1.748, 1.116], [-2.649, -1.190, 2.718], [-3.056, -2.908, 2.501], [-1.280, 0.884, -6.384], [-1.244, 0.279, -4.977], [-1.797, -1.146, -5.076], [-1.443, -1.709, -6.742], [-2.690, -1.899, -7.438], [-0.432, -2.735, -6.694], [-0.702, -0.184, -7.308], [-0.711, 1.812, -6.440], [-2.312, 1.104, -6.664], [-0.210, 0.248, -4.619], [-1.818, 0.875, -4.269], [-1.319, -1.815, -4.362], [-2.878, -1.166, -4.937], [-0.944, -0.024, -8.357], [0.377, -0.273, -7.181], [-5.955, 1.737, -2.566], [-5.309, 2.416, -1.352], [-4.009, 3.072, -1.831], [-4.256, 3.466, -3.566], [-3.349, 2.665, -4.351], [-4.343, 4.892, -3.724], [-5.893, 2.761, -3.695], [-6.980, 1.431, -2.360], [-5.384, 0.846, -2.838], [-5.985, 3.180, -0.960], [-5.118, 1.705, -0.547], [-3.791, 3.988, -1.284], [-3.164, 2.387, -1.759], [-6.029, 2.323, -4.681], [-6.613, 3.565, -3.538]]}

(4)
{"formula": "C27H53BrO9S3", "method": "ωB97M-V/def2-TZVPD", "e_homo_ev": -9.734, "energy_ev": -149831.29188, "multiplicity": 1, "orbital_gap_ev": 8.8, "total_charge": 0, "smiles": "CCCCCCCCCCCCCCOC(=O)OBr.O=S1(=O)CCCC1.O=S1(=O)CCCC1.O=S1(=O)CCCC1", "e_lumo_ev": -0.9, "molar_mass_da": 697.817, "species": ["C", "C", "C", "C", "C", "C", "C", "C", "C", "C", "C", "C", "C", "C", "O", "C", "O", "O", "Br", "H", "H", "H", "H", "H", "H", "H", "H", "H", "H", "H", "H", "H", "H", "H", "H", "H", "H", "H", "H", "H", "H", "H", "H", "H", "H", "H", "H", "H", "O", "S", "O", "C", "C", "C", "C", "H", "H", "H", "H", "H", "H", "H", "H", "O", "S", "O", "C", "C", "C", "C", "H", "H", "H", "H", "H", "H", "H", "H", "O", "S", "O", "C", "C", "C", "C", "H", "H", "H", "H", "H", "H", "H", "H"], "positions_angstrom": [[2.515, -1.272, 0.877], [3.719, -0.378, 1.147], [4.624, -0.090, -0.069], [3.902, 0.119, -1.417], [4.310, 1.449, -2.143], [3.143, 2.445, -1.981], [2.912, 2.840, -0.508], [1.508, 2.472, 0.003], [0.428, 3.243, -0.773], [-0.862, 3.440, 0.025], [-1.361, 2.183, 0.751], [-1.284, 0.875, -0.060], [-2.660, 0.265, -0.433], [-2.893, 0.209, -1.940], [-2.648, -1.128, -2.484], [-1.327, -1.349, -2.644], [-0.646, -0.966, -3.577], [-0.724, -2.031, -1.599], [-1.692, -3.501, -1.063], [2.799, -2.254, 0.508], [1.994, -1.435, 1.823], [1.787, -0.797, 0.226], [4.340, -0.908, 1.873], [3.437, 0.552, 1.637], [5.175, 0.821, 0.158], [5.373, -0.875, -0.163], [2.826, 0.151, -1.305], [4.203, -0.676, -2.094], [4.399, 1.209, -3.196], [5.243, 1.862, -1.775], [2.262, 1.970, -2.413], [3.311, 3.368, -2.534], [3.002, 3.922, -0.418], [3.645, 2.374, 0.146], [1.394, 1.401, -0.147], [1.454, 2.721, 1.063], [0.850, 4.191, -1.100], [0.182, 2.661, -1.662], [-1.627, 3.873, -0.620], [-0.649, 4.186, 0.794], [-0.890, 2.061, 1.718], [-2.410, 2.352, 0.979], [-0.707, 0.969, -0.976], [-0.776, 0.140, 0.561], [-2.696, -0.761, -0.073], [-3.471, 0.828, 0.020], [-3.922, 0.425, -2.202], [-2.240, 0.893, -2.479], [-4.695, 1.714, 4.915], [-3.949, 0.923, 3.968], [-2.843, 1.489, 3.234], [-3.425, -0.592, 4.761], [-4.574, -1.561, 4.522], [-4.999, -1.356, 3.064], [-5.107, 0.155, 2.825], [-3.225, -0.399, 5.812], [-2.516, -0.928, 4.262], [-4.268, -2.583, 4.710], [-5.408, -1.323, 5.187], [-4.240, -1.781, 2.402], [-5.943, -1.856, 2.844], [-4.834, 0.434, 1.811], [-6.100, 0.535, 3.058], [3.155, 4.880, -4.396], [4.213, 4.064, -4.938], [5.114, 3.357, -4.073], [3.509, 2.941, -6.141], [3.544, 3.722, -7.451], [4.912, 4.417, -7.491], [5.138, 5.060, -6.117], [2.507, 2.660, -5.826], [4.151, 2.061, -6.183], [3.397, 3.066, -8.308], [2.749, 4.470, -7.458], [5.691, 3.676, -7.684], [4.964, 5.160, -8.284], [6.185, 5.060, -5.826], [4.741, 6.073, -6.073], [-3.266, -4.903, 6.423], [-3.013, -5.106, 5.021], [-2.658, -4.009, 4.155], [-1.806, -6.413, 4.834], [-2.640, -7.689, 4.772], [-3.834, -7.366, 3.863], [-4.396, -6.010, 4.309], [-1.112, -6.383, 5.671], [-1.275, -6.239, 3.898], [-2.057, -8.526, 4.392], [-2.995, -7.950, 5.771], [-3.496, -7.301, 2.827], [-4.598, -8.139, 3.910], [-4.799, -5.435, 3.479], [-5.150, -6.120, 5.086]]}

(5)
{"formula": "C27H53Cl2INO", "method": "ωB97M-V/def2-TZVPD", "e_homo_ev": -12.067, "energy_ev": -65535.76214, "multiplicity": 1, "orbital_gap_ev": 9.8, "total_charge": 1, "smiles": "CCCCCCCCCCCCCCC[C@@H]1[C@H]([C@@H](I)CC)OC[C@@H](CC)[N@H+]1[C@@H](Cl)[C@@H](C)Cl", "e_lumo_ev": -2.3, "molar_mass_da": 605.537, "species": ["C", "C", "C", "C", "C", "C", "C", "C", "C", "C", "C", "C", "C", "C", "C", "C", "C", "C", "I", "C", "C", "O", "C", "C", "C", "C", "N", "C", "Cl", "C", "C", "Cl", "H", "H", "H", "H", "H", "H", "H", "H", "H", "H", "H", "H", "H", "H", "H", "H", "H", "H", "H", "H", "H", "H", "H", "H", "H", "H", "H", "H", "H", "H", "H", "H", "H", "H", "H", "H", "H", "H", "H", "H", "H", "H", "H", "H", "H", "H", "H", "H", "H", "H", "H", "H", "H"], "positions_angstrom": [[3.688, -3.708, 0.940], [5.086, -3.122, 0.801], [5.414, -2.132, 1.915], [6.810, -1.492, 1.819], [6.819, -0.041, 1.328], [6.002, 0.213, 0.056], [6.540, 1.337, -0.829], [5.929, 1.362, -2.229], [4.430, 1.691, -2.247], [3.512, 0.461, -2.102], [2.386, 0.645, -1.087], [1.306, 1.639, -1.543], [0.119, 0.987, -2.279], [-1.265, 1.515, -1.855], [-2.299, 0.403, -1.643], [-3.539, 0.895, -0.911], [-3.417, 1.758, 0.372], [-2.399, 1.635, 1.549], [-0.850, 0.135, 1.537], [-1.765, 2.992, 1.841], [-1.045, 3.075, 3.188], [-4.743, 1.823, 0.902], [-5.169, 0.608, 1.507], [-4.564, -0.589, 0.796], [-5.130, -1.945, 1.195], [-4.571, -2.382, 2.557], [-4.530, -0.290, -0.693], [-5.822, -0.017, -1.458], [-5.357, 0.004, -3.183], [-7.019, -0.969, -1.380], [-6.719, -2.454, -1.594], [-8.038, -0.655, 0.056], [2.930, -2.921, 0.897], [3.571, -4.224, 1.896], [3.471, -4.425, 0.147], [5.186, -2.642, -0.176], [5.828, -3.927, 0.819], [4.648, -1.347, 1.932], [5.317, -2.661, 2.867], [7.280, -1.515, 2.805], [7.446, -2.102, 1.169], [7.853, 0.269, 1.149], [6.450, 0.598, 2.136], [4.971, 0.459, 0.332], [5.943, -0.705, -0.535], [6.341, 2.302, -0.348], [7.629, 1.254, -0.901], [6.479, 2.082, -2.838], [6.080, 0.382, -2.697], [4.194, 2.224, -3.171], [4.216, 2.395, -1.433], [4.105, -0.409, -1.815], [3.073, 0.215, -3.076], [1.922, -0.326, -0.884], [2.816, 0.983, -0.140], [0.936, 2.202, -0.682], [1.771, 2.380, -2.199], [0.149, -0.095, -2.122], [0.232, 1.127, -3.356], [-1.660, 2.195, -2.616], [-1.161, 2.109, -0.944], [-1.843, -0.442, -1.124], [-2.630, 0.036, -2.617], [-4.077, 1.551, -1.592], [-3.248, 2.756, -0.032], [-2.973, 1.346, 2.424], [-2.583, 3.720, 1.813], [-1.079, 3.250, 1.029], [-1.416, 2.318, 3.882], [0.028, 2.925, 3.090], [-1.201, 4.049, 3.648], [-6.254, 0.603, 1.454], [-4.886, 0.551, 2.563], [-3.497, -0.631, 1.021], [-6.216, -1.906, 1.240], [-4.864, -2.681, 0.434], [-3.582, -1.959, 2.747], [-4.473, -3.465, 2.603], [-5.226, -2.079, 3.372], [-4.090, -1.094, -1.149], [-6.120, 0.992, -1.188], [-7.642, -0.600, -2.189], [-7.043, -3.040, -0.738], [-5.658, -2.650, -1.755], [-7.247, -2.812, -2.475]]}